The following is a DFT calculation (the ωB97M-V functional and the def2-TZVPD basis) of a 2-piece molecular cluster, C3H7ClNO overall.

Computed properties:
Largest force on an atom, eV Å⁻¹: 1.9
ΔE to the lowest compared entry with this formula, charge and spin, kcal/mol: 22.7
E_tot, Eh: -708.77673
Total charge: -1
HOMO-LUMO gap, Eh: 0.2442
E_LUMO, eV: 3.11

```
13
C3H7ClNO | the Open Molecules 2025 dataset | the ωB97M-V functional and the def2-TZVPD basis
Cl 14.29 18.45 17.56
O 11.07 20.19 14.25
N 12.24 18.60 13.11
C 10.41 19.77 11.99
C 13.05 18.04 14.18
C 11.30 19.54 13.24
H 10.07 20.80 11.97
H 9.57 19.08 11.92
H 11.07 19.58 11.13
H 12.26 18.10 12.24
H 12.53 17.38 14.88
H 13.52 18.78 14.82
H 13.79 17.38 13.72
```